15
Properties=species:S:1:pos:R:3:forces:R:3 method="wB97M-V/def2-TZVPD" smiles="C=CC.NC=O" total_charge=0
O 0.3172 -6.1505 -3.4557 0.028 0.172 -1.023
H -3.5491 3.9539 2.1602 -0.203 -0.213 0.710
C -2.6681 3.4859 2.5919 1.076 0.242 -0.257
C -1.4993 4.1380 2.5443 -0.668 -2.068 -1.975
H 2.1509 -4.1822 -4.7032 -1.190 -0.087 -0.382
H -1.5420 5.0983 2.0250 0.458 0.155 0.647
H -2.6027 2.4273 2.8306 -0.634 0.101 0.066
N 2.1823 -4.8110 -3.9274 1.174 -0.184 0.507
H 0.1098 3.3023 1.3837 -0.014 0.196 -0.074
C -0.1617 3.3758 2.4360 -0.036 1.598 0.730
C 1.4896 -5.8786 -3.4340 -0.514 0.153 1.203
H 0.0246 2.3863 2.8631 -0.883 0.169 0.245
H 2.1567 -6.4451 -2.7566 0.097 -0.101 -0.175
H 3.0769 -4.7694 -3.4794 0.405 0.047 -0.129
H 0.5150 4.0689 2.9215 0.904 -0.180 -0.092



15
Properties=species:S:1:pos:R:3:forces:R:3 method="wB97M-V/def2-TZVPD" smiles="CNCCC=O" total_charge=0
C 0.6514 0.1656 -2.4693 1.343 0.365 0.620
C -0.2358 -0.1567 2.3329 -0.317 -0.225 -1.524
H 0.3444 -1.4299 -1.1231 0.179 0.223 0.263
H -0.6419 -1.0851 2.7177 0.245 0.049 0.947
C -0.3638 0.4498 -0.2151 -0.983 -0.367 0.036
H 1.2830 -0.4551 -3.1366 -0.363 0.028 -0.484
C 0.6371 -0.3690 -1.0626 -0.997 0.047 0.102
N -0.8708 -0.1588 0.9872 1.073 -0.535 1.118
H 1.6742 -0.3008 -0.7160 -0.047 -0.159 0.082
H -1.8618 -0.2798 1.0591 -0.060 0.204 -0.238
H -0.4909 0.7113 2.9589 0.033 -0.168 -0.116
H -1.3046 0.4744 -0.8256 1.063 0.814 0.124
H 0.8613 -0.2547 2.2844 -0.437 0.049 -0.157
O 0.2403 1.2509 -2.7846 -0.306 -0.298 -0.368
H 0.0780 1.4377 -0.0073 -0.426 -0.026 -0.406



15
Properties=species:S:1:pos:R:3:forces:R:3 method="wB97M-V/def2-TZVPD" smiles="CC(C)/C=N/O" total_charge=0
H -1.2309 -1.9555 -0.6441 -0.074 0.103 0.011
C -0.3542 0.0272 -0.4948 0.176 0.034 0.186
O 3.0067 -0.5244 0.7908 0.765 0.635 -0.107
H -1.7439 -1.0539 0.7854 0.042 0.076 -0.110
H -1.5698 1.8228 -0.5193 0.049 -0.083 0.088
N 2.0060 0.1934 0.1271 -1.915 -1.505 0.280
H -2.3992 -0.6328 -0.8084 0.129 -0.036 0.096
H 3.7764 0.0701 0.7107 -0.459 -0.460 0.103
C -1.4981 -0.9581 -0.2784 -0.053 -0.224 -0.103
H -0.1472 0.0998 -1.5693 -0.061 0.042 0.082
C 0.9054 -0.4896 0.1650 1.199 0.762 -0.201
C -0.7236 1.4078 0.0384 0.036 0.446 -0.069
H 0.1118 2.1101 -0.0518 -0.116 -0.170 -0.014
H -1.0025 1.3632 1.0971 0.030 -0.075 -0.125
H 0.8634 -1.4801 0.6515 0.250 0.456 -0.115



15
Properties=species:S:1:pos:R:3:forces:R:3 method="wB97M-V/def2-TZVPD" smiles="CCNC(C)=O" total_charge=0
H -1.6013 1.0061 0.1261 0.613 -0.508 0.740
H -0.5107 -1.5269 -0.2181 1.675 2.368 0.237
H 1.6483 1.9196 0.1507 -0.020 -1.027 -1.919
H 1.7257 1.7068 -1.8061 -0.517 -0.271 1.709
C 0.9784 -0.1033 -0.6955 -0.640 -0.074 0.399
H 0.2104 1.9147 -0.7697 -0.134 0.046 -0.604
C -1.0438 0.2910 0.8116 2.785 3.033 -2.159
O 1.6095 -1.0360 -1.1239 2.316 0.433 -1.687
H -2.9026 -0.6203 0.9704 -1.110 -0.148 -1.491
C 1.1993 1.4650 -0.8232 0.495 -0.700 0.913
C -2.0617 -0.3909 1.5615 -3.298 1.643 1.658
H -2.5796 0.3315 2.2894 1.134 -0.927 -0.696
H -1.9835 -1.3053 2.0261 1.536 -1.936 1.516
N -0.1301 -0.5271 -0.0534 -4.128 -0.786 2.152
H -0.4054 0.9811 1.4696 -0.706 -1.145 -0.768



Values of HOMO, in order: -0.352; -0.305; -0.352; -0.338, all in Eh.
Values of orbital gap, in order: 10.476; 9.303; 10.685; 10.003, all in eV.
Values of ΔE to the lowest compared entry with this formula, charge and spin, in order: 54.9; 47.9; 56.3; 42.8, all in kcal/mol.